One molecule with the formula C4H4N2O2 in a non-equilibrium geometry, computed with wB97M-V/def2-TZVPD.

Structure (XYZ):
```
12
Properties=species:S:1:pos:R:3:lowdin_charge:R:1
O 3.1593 -0.0411 0.1529 -0.074
N 1.8606 -0.3259 -0.0565 -0.026
C 1.0687 0.6099 -0.0858 -0.140
C -0.2702 0.2881 -0.1091 -0.355
C -1.3467 1.1115 -0.0578 -0.024
O -2.4292 0.3004 0.1981 -0.019
C -1.9350 -1.0571 0.0487 -0.050
N -0.6878 -0.9432 -0.1639 0.132
H 3.7171 -0.9568 0.1953 0.181
H 1.3359 1.5975 -0.2506 0.119
H -1.5459 2.2268 0.0426 0.155
H -2.6579 -1.7722 -0.0293 0.102
```

## Properties
M: 112.1 g mol⁻¹
calculated total energy: -11284.151 eV
spin multiplicity: 1
structure (SMILES): O/N=C/c1cocn1
F_max: 6.4 eV/Å
ΔE to the lowest compared entry with this formula, charge and spin: 423.4 kJ/mol


A 8-piece molecular cluster, C39H76IN3O7PS overall in a non-equilibrium geometry, computed with wB97M-V/def2-TZVPD.

Structure (XYZ):
```
128
Properties=species:S:1:pos:R:3:lowdin_charge:R:1
C 3.7903 1.6685 4.5062 -0.094
C 4.8156 2.2433 3.4040 -0.263
N 4.1709 2.6071 2.1015 -0.019
C 2.9126 3.3546 2.3155 -0.221
N 1.7697 2.5873 2.1541 0.157
N 0.7061 3.3504 2.3196 -0.164
C -0.6015 2.6045 2.1106 -0.665
I -0.5495 1.3287 0.3273 0.940
C -1.0440 1.7729 3.4039 -0.266
C -0.9462 2.6561 4.7388 -0.098
C 0.5995 4.6842 2.6466 0.053
C 1.7935 5.5842 2.8904 -0.084
C 1.7443 7.1101 3.2746 -0.184
C 0.8863 7.3732 4.6154 -0.085
C 3.0894 4.8085 2.6674 -0.184
P 4.8041 5.5695 2.8267 0.421
S 5.2751 5.7171 4.7377 0.130
H 4.4105 1.0231 5.2231 0.090
H 3.0261 1.0019 3.9980 0.071
H 3.3426 2.5059 5.1292 0.073
H 5.4588 3.0588 3.8604 0.054
H 5.5298 1.3739 3.1741 0.129
H 3.9508 1.6996 1.6529 0.126
H -1.4000 3.3943 1.8811 0.098
H -0.3209 0.8833 3.4668 0.100
H -2.1114 1.4024 3.2109 0.109
H 0.1757 2.8113 4.9299 0.077
H -1.4264 3.6724 4.5133 0.074
H -1.4874 2.1999 5.6216 0.088
H -0.4344 5.1435 2.7581 0.159
H 2.7704 7.5964 3.3566 0.094
H 1.1723 7.6388 2.4298 0.132
H 0.1037 8.1763 4.4268 0.085
H 1.5694 7.7494 5.4373 0.086
H 0.3709 6.4302 5.0000 0.078
H 4.6736 6.9331 2.3604 -0.001
H 5.8136 4.9122 2.0657 -0.002
C -6.3946 2.0253 4.6894 -0.171
C -6.3756 3.1897 5.6565 -0.172
C -4.9031 3.2858 6.0057 -0.200
O -4.1734 2.8351 4.8543 -0.172
C -5.0906 2.2170 3.9397 -0.208
H -7.2651 2.0139 4.0322 0.118
H -6.3718 1.0819 5.2439 0.120
H -6.6987 4.1019 5.1448 0.118
H -7.0117 3.0456 6.5306 0.119
H -4.6491 2.6271 6.8428 0.120
H -4.5975 4.3035 6.2585 0.118
H -5.2191 2.8920 3.0862 0.118
H -4.6713 1.2748 3.5788 0.110
C 6.0350 4.3432 -2.4375 -0.170
C 7.4282 4.3632 -1.8447 -0.168
C 7.2145 5.1423 -0.5617 -0.199
O 5.8687 4.8756 -0.1341 -0.222
C 5.1672 4.2184 -1.2004 -0.207
H 5.8735 3.5360 -3.1530 0.119
H 5.8328 5.2935 -2.9418 0.120
H 7.7471 3.3421 -1.6132 0.120
H 8.1770 4.8146 -2.4966 0.120
H 7.3054 6.2202 -0.7310 0.122
H 7.9143 4.8534 0.2260 0.120
H 5.0308 3.1697 -0.9152 0.112
H 4.1832 4.6749 -1.3294 0.117
C -0.8076 -2.3534 3.3003 -0.186
C -0.8270 -3.8620 3.1806 -0.180
C -1.1528 -4.2850 4.5995 -0.193
O -1.9588 -3.2422 5.1684 -0.135
C -1.9172 -2.1017 4.3035 -0.216
H -0.9649 -1.8351 2.3524 0.097
H 0.1525 -2.0263 3.7148 0.113
H -1.6307 -4.1701 2.5048 0.118
H 0.1065 -4.2864 2.8139 0.103
H -0.2452 -4.3761 5.2057 0.119
H -1.6952 -5.2319 4.6408 0.119
H -2.8908 -2.0218 3.8064 0.116
H -1.7531 -1.1972 4.8951 0.107
C -1.4364 -2.4715 -3.8374 -0.177
C -2.5683 -1.7815 -3.1073 -0.174
C -1.9160 -1.4133 -1.7890 -0.240
O -0.5229 -1.1939 -2.0606 -0.201
C -0.2336 -1.6682 -3.3865 -0.193
H -1.5560 -2.4852 -4.9185 0.080
H -1.3466 -3.5054 -3.4899 0.127
H -2.8587 -0.8737 -3.6470 0.114
H -3.4562 -2.4036 -2.9839 0.118
H -1.9911 -2.2323 -1.0654 0.120
H -2.3497 -0.5141 -1.3439 0.064
H -0.0770 -0.7940 -4.0281 0.115
H 0.6840 -2.2590 -3.3731 0.121
C 1.2772 -2.5248 -8.0217 -0.169
C 1.2575 -4.0335 -8.1430 -0.173
C 0.9297 -4.4600 -6.7247 -0.195
O 0.1229 -3.4204 -6.1544 -0.166
C 0.1659 -2.2751 -7.0208 -0.198
H 1.1213 -2.0056 -8.9684 0.117
H 2.2362 -2.1985 -7.6058 0.115
H 0.4545 -4.3405 -8.8205 0.117
H 2.1937 -4.4574 -8.5094 0.115
H 1.8368 -4.5522 -6.1175 0.117
H 0.3875 -5.4075 -6.6864 0.118
H -0.8057 -2.1949 -7.5187 0.102
H 0.3298 -1.3714 -6.4281 0.113
C -5.2620 -2.8972 -8.1752 -0.174
C -5.2411 -1.7339 -7.2077 -0.173
C -3.7682 -1.6408 -6.8590 -0.205
O -3.0396 -2.0912 -8.0096 -0.160
C -3.9578 -2.7069 -8.9245 -0.196
H -6.1327 -2.9068 -8.8324 0.116
H -5.2407 -3.8412 -7.6213 0.117
H -5.5627 -0.8207 -7.7185 0.117
H -5.8775 -1.8775 -6.3332 0.115
H -3.5154 -2.3006 -6.0223 0.105
H -3.4606 -0.6233 -6.6054 0.121
H -4.0851 -2.0313 -9.7771 0.119
H -3.5398 -3.6488 -9.2860 0.119
C -0.3209 -8.6055 0.7477 -0.176
C 1.1647 -8.3447 0.8728 -0.176
C 1.2076 -6.8372 1.0326 -0.202
O -0.0074 -6.4552 1.6927 -0.167
C -0.9021 -7.5767 1.6981 -0.202
H -0.6104 -9.6271 0.9977 0.116
H -0.6495 -8.3971 -0.2755 0.117
H 1.5512 -8.8275 1.7760 0.117
H 1.7469 -8.6994 0.0210 0.115
H 1.2332 -6.3346 0.0597 0.118
H 2.0654 -6.5020 1.6203 0.117
H -0.9484 -7.9638 2.7218 0.119
H -1.9020 -7.2504 1.4038 0.118
```

## Properties
M: 889.0 g mol⁻¹
calculated total energy: -88690.720 eV
spin multiplicity: 1
F_max: 4.7 eV/Å
charge: +1


F4H4N2O14PS4Tl as an isolated structure in a non-equilibrium geometry, computed with wB97M-V/def2-TZVPD.

Structure (XYZ):
```
30
Properties=species:S:1:pos:R:3:lowdin_charge:R:1
Tl 0.1822 0.5732 0.2133 1.065
N -2.4330 1.2631 1.4579 -0.353
S -3.8923 1.0186 0.8528 0.453
O -4.9438 1.7262 1.4930 -0.289
O -4.1351 -0.3182 0.4015 -0.292
F -3.7989 1.8474 -0.5110 -0.195
S -2.7395 1.0984 3.0594 0.474
O -3.6342 0.0669 3.4455 -0.280
O -2.7161 2.3033 3.8120 -0.274
F -1.3150 0.4718 3.4305 -0.215
N 1.4130 -1.8929 -0.6079 -0.344
S 2.2878 -2.9273 0.3421 0.470
O 3.6910 -2.8563 0.1487 -0.271
O 1.6950 -4.1609 0.7233 -0.272
F 2.1206 -2.0322 1.6619 -0.216
S 1.4410 -2.7840 -1.9481 0.461
O 0.5696 -3.9122 -1.9226 -0.284
O 2.6465 -2.8706 -2.7053 -0.280
F 0.5833 -1.7193 -2.8409 -0.238
P 2.8607 2.8686 0.4046 -0.157
O 3.1308 3.5918 1.7264 -0.106
O 3.8367 3.2424 -0.6595 -0.242
O 1.4142 3.2666 0.0785 -0.236
O 2.8453 1.3910 0.7920 -0.259
O -1.9752 -0.5382 -1.4513 -0.143
H -2.0737 -0.3791 -2.3936 0.044
H -2.8164 -0.9132 -1.1605 0.020
O 1.7240 0.8990 -2.2815 -0.117
H 1.4333 0.4301 -3.0699 0.027
H 2.5980 1.2458 -2.4912 0.048
```

## Properties
M: 695.6 g mol⁻¹
calculated total energy: -99904.125 eV
spin multiplicity: 1
F_max: 4.0 eV/Å
ΔE to the lowest compared entry with this formula, charge and spin: 0.0 kJ/mol
charge: -2


C19H42CuP2Si as an isolated structure in a non-equilibrium geometry, computed with wB97M-V/def2-TZVPD.

Structure (XYZ):
```
65
Properties=species:S:1:pos:R:3:lowdin_charge:R:1
P -0.9882 1.6347 0.3952 0.918
P -2.1729 0.1503 -2.0680 0.800
C -1.8663 2.6193 -0.9630 -0.440
C -3.0408 1.7078 -1.1876 -0.398
H -1.2300 2.7383 -1.8494 0.064
H -2.1695 3.6302 -0.6566 0.081
H -3.4531 1.2580 -0.2319 0.081
H -3.8839 2.1740 -1.7300 0.077
C -1.0517 0.7243 -3.4544 -0.259
H -0.9596 -0.0770 -4.2151 0.050
H 0.0081 0.8531 -3.1706 0.049
H -1.4040 1.6462 -3.9557 0.051
C -3.6592 0.2827 -3.1121 -0.291
H -3.6716 1.2954 -3.5708 0.054
H -4.5448 0.2851 -2.4732 0.045
H -3.8129 -0.4966 -3.8561 0.043
C 0.1477 3.1711 0.6895 -0.268
H 0.5934 3.0614 1.6858 -0.004
H -0.4699 4.1017 0.7548 0.057
H 0.9392 3.2587 -0.0788 0.038
C -1.9374 2.3396 1.9011 -0.248
H -2.5734 1.6137 2.4178 0.036
H -2.5532 3.1797 1.5615 0.042
H -1.1949 2.7585 2.6115 0.028
Cu -1.5721 -0.4793 -0.2563 -0.011
C 3.2700 0.6665 0.9978 -0.110
C 3.5088 1.9998 0.9101 -0.111
C 3.5285 2.9454 2.0701 -0.210
C 3.4225 2.4459 3.5078 -0.223
C 2.0527 2.2236 4.0004 -0.118
C 1.2591 1.1948 3.6863 -0.133
C 1.5921 0.0350 2.8330 -0.189
C 3.0348 -0.1673 2.2236 -0.184
C -2.5103 -2.0278 0.8332 -0.220
H 3.5418 0.1638 0.0623 0.097
H 3.4053 2.4497 -0.0894 0.100
H 2.7634 3.7329 1.9538 0.096
H 4.4330 3.6491 2.1254 0.129
H 4.0246 1.5638 3.5864 0.082
H 3.9151 3.2013 4.1539 0.119
H 1.5905 3.0408 4.5400 0.101
H 0.2271 1.2025 4.0714 0.107
H 0.8362 0.1017 2.0038 0.079
H 1.3796 -0.9655 3.2547 0.114
H 3.8069 -0.0992 3.0496 0.121
H 2.9356 -1.2054 1.8250 0.107
H -3.1592 -2.5207 0.0911 -0.043
H -3.1957 -1.4205 1.4631 -0.054
H -2.1310 -2.8420 1.5093 -0.027
C 1.8090 -3.0760 -1.7916 -0.204
Si 0.0551 -3.7325 -1.7283 0.451
C 0.0490 -4.9926 -3.1869 -0.197
C -0.4108 -4.8311 -0.2814 -0.200
C -1.0049 -2.1825 -1.8764 -0.262
H 2.5953 -3.8284 -1.6682 0.029
H 1.9303 -2.3237 -1.0070 0.011
H 1.9854 -2.6014 -2.7637 0.031
H 1.0091 -5.4860 -3.3946 0.025
H -0.6030 -5.8686 -3.0766 0.019
H -0.2180 -4.5634 -4.1589 0.014
H -0.1441 -4.3495 0.6631 0.019
H -1.4893 -5.0169 -0.2759 0.031
H 0.0875 -5.8116 -0.2971 0.031
H -0.6601 -1.6045 -2.7721 -0.032
H -2.0010 -2.5307 -2.2345 0.009
```

## Properties
M: 424.1 g mol⁻¹
calculated total energy: -91472.492 eV
spin multiplicity: 2
F_max: 5.4 eV/Å
ΔE to the lowest compared entry with this formula, charge and spin: 0.0 kJ/mol
⟨S²⟩: 0.759


What did the first record say?
One molecule with the formula C4H4N2O2 in a non-equilibrium geometry, computed with wB97M-V/def2-TZVPD.

Structure (XYZ):
```
12
Properties=species:S:1:pos:R:3:lowdin_charge:R:1
O 3.1593 -0.0411 0.1529 -0.074
N 1.8606 -0.3259 -0.0565 -0.026
C 1.0687 0.6099 -0.0858 -0.140
C -0.2702 0.2881 -0.1091 -0.355
C -1.3467 1.1115 -0.0578 -0.024
O -2.4292 0.3004 0.1981 -0.019
C -1.9350 -1.0571 0.0487 -0.050
N -0.6878 -0.9432 -0.1639 0.132
H 3.7171 -0.9568 0.1953 0.181
H 1.3359 1.5975 -0.2506 0.119
H -1.5459 2.2268 0.0426 0.155
H -2.6579 -1.7722 -0.0293 0.102
```

## Properties
M: 112.1 g mol⁻¹
calculated total energy: -11284.151 eV
spin multiplicity: 1
structure (SMILES): O/N=C/c1cocn1
F_max: 6.4 eV/Å
ΔE to the lowest compared entry with this formula, charge and spin: 423.4 kJ/mol